# 1
Computed, not measured: the molecule C2H7N3 in a non-equilibrium geometry, with ωB97M-V/def2-TZVPD.

The LUMO energy comes out at 1.06 eV. The charge is 0. The orbital gap comes out at 9.55 eV. The structure (SMILES) is [H]/N=N/N(C)C. For the relative energy (zero: lowest compared OMol25 entry of this formula, charge and spin), the calculation gives 3.326 eV. The max |F| comes out at 5.3 eV Å⁻¹. As for the spin multiplicity: 1.

Geometry (Å):
C  -0.3230  -1.0984  -0.3837
C  1.0021  1.1105  -0.1360
N  -1.3508  -0.6671  1.8515
N  -0.5129  0.2617  1.6602
N  0.1782  0.0570  0.3549
H  -1.0911  -0.7124  -1.0407
H  0.2885  -1.5556  -1.1248
H  -0.8038  -1.8214  0.2364
H  1.6012  1.5372  0.7622
H  1.5758  1.0139  -1.0153
H  0.2945  2.0363  -0.5366
H  -1.6091  -0.5054  2.8132

Cartesian forces, eV/Å:
C -0.7319 1.8210 -1.1374
C -2.3465 4.2931 1.9197
N 1.4981 1.7304 0.1405
N 1.0565 -1.8530 -3.3471
N -1.2312 -1.7622 2.7867
H -0.9706 0.0467 -0.1774
H 1.5941 -0.2210 0.0496
H 0.1858 -0.3385 0.4981
H -0.7838 -0.6646 -1.7709
H 0.9254 -1.3685 -0.6130
H 1.4433 -1.7782 1.1444
H -0.6393 0.0947 0.5068

***

# 2
Computed, not measured: the molecule C2H7N3 in a non-equilibrium geometry, with ωB97M-V/def2-TZVPD.

The LUMO energy comes out at 0.97 eV. The charge is 0. The orbital gap comes out at 10.05 eV. The structure (SMILES) is [H]/N=C/NNC. For the relative energy (zero: lowest compared OMol25 entry of this formula, charge and spin), the calculation gives 1.596 eV. The max |F| comes out at 2.1 eV Å⁻¹. As for the spin multiplicity: 1.

Geometry (Å):
C  0.7495  1.5369  0.1064
C  -0.2630  -1.3078  0.0338
H  0.6918  2.4853  0.6880
H  1.2771  1.7657  -0.7893
H  1.4177  0.9107  0.7106
H  -1.0957  0.9901  0.7574
H  -1.1574  -0.4444  -1.4686
H  0.3041  -1.1007  0.9752
H  -0.2226  -3.1795  0.2393
N  -0.5907  1.0556  -0.1489
N  -0.5516  -0.2392  -0.7023
N  -0.5593  -2.4728  -0.4016

Cartesian forces, eV/Å:
C 0.3665 1.2420 1.3852
C 0.7959 -1.6369 0.9768
H -0.2129 -0.4891 -0.4585
H 0.1846 0.0674 -0.9329
H -0.2897 -0.4123 -0.0674
H 0.3425 0.2248 -0.8641
H -0.3644 0.3387 -0.4863
H -0.5018 -0.0967 -0.5833
H 0.0122 -0.1189 0.0245
N -0.4131 -0.5449 0.9794
N -0.0082 1.2714 -0.3693
N 0.0885 0.1544 0.3960